# 1
Formula: C33H75B7F28N9O3
Source: the Open Molecules 2025 dataset
Level of theory: ωB97M-V with the def2-TZVPD basis set

The charge is -1.

Geometry (Å):
C  7.72663  -28.86650  7.93067
C  6.69566  -27.71658  7.93931
N  6.42689  -27.23428  9.27953
C  7.20741  -26.35309  10.01220
C  6.52223  -26.10621  11.16062
N  5.39694  -26.86923  11.17152
C  5.33286  -27.52365  10.01392
C  4.44970  -26.77345  12.28572
H  7.88356  -29.23886  6.91716
H  7.30460  -29.67916  8.52215
H  8.71176  -28.54748  8.26830
H  5.74243  -28.07744  7.56087
H  7.12467  -26.93639  7.31499
H  8.12018  -25.95795  9.60552
H  6.75730  -25.40067  11.93814
H  4.61409  -28.27801  9.74280
H  4.66815  -25.84003  12.79435
H  4.55002  -27.61937  12.96076
H  3.41192  -26.72603  11.95360
C  8.63856  -23.07157  11.45865
C  9.95596  -22.33560  11.55476
N  9.99842  -21.05244  10.82057
C  11.07073  -20.39516  10.30041
C  10.68734  -19.14578  9.90423
N  9.31093  -19.14438  10.02428
C  8.91988  -20.24613  10.66233
C  8.47590  -17.99056  9.75914
H  8.34685  -23.12614  10.40698
H  7.80488  -22.53720  11.91512
H  8.69496  -24.03069  11.96930
H  10.77694  -22.94732  11.17810
H  10.19587  -22.20333  12.61054
H  12.06421  -20.80454  10.38185
H  11.16553  -18.27536  9.49171
H  7.91819  -20.53873  10.95321
H  8.14458  -18.10529  8.72559
H  9.04321  -17.08369  9.94561
H  7.61039  -18.07407  10.41664
C  8.29443  -16.68177  4.46036
C  7.84261  -17.16438  5.82409
N  6.58342  -17.99006  5.76016
C  5.69518  -18.03482  6.80466
C  4.65702  -18.78271  6.35127
N  4.89842  -19.17682  5.06816
C  6.01948  -18.55126  4.66977
C  3.88308  -19.83186  4.25661
H  7.40430  -16.44859  3.87759
H  8.99199  -17.35360  3.96132
H  8.89370  -15.77101  4.50752
H  7.68222  -16.37338  6.55280
H  8.58204  -17.83191  6.26675
H  5.77943  -17.47797  7.72168
H  3.71047  -19.13493  6.74330
H  6.45239  -18.60603  3.68614
H  4.08708  -19.55658  3.22077
H  2.84231  -19.62545  4.49262
H  4.01405  -20.91433  4.26927
C  0.81296  -18.02272  16.59625
N  1.57306  -18.73739  17.69422
C  1.37168  -20.24360  17.63616
C  3.03807  -18.45369  17.40340
C  1.20559  -18.15334  19.06432
C  -0.23986  -18.32829  19.47686
O  -1.11105  -17.49442  18.75566
H  1.24951  -18.28631  15.63410
H  0.84200  -16.94552  16.74402
H  -0.19538  -18.42163  16.66933
H  0.32318  -20.53248  17.71404
H  1.85887  -20.70304  18.49476
H  1.65233  -20.62288  16.65203
H  3.15095  -17.39660  17.63346
H  3.30041  -18.79493  16.40790
H  3.57688  -18.99525  18.18213
H  1.59202  -17.13637  19.05487
H  1.82434  -18.76552  19.72297
H  -0.38064  -18.12604  20.54275
H  -0.44889  -19.40244  19.40738
H  -1.88490  -17.30405  19.29054
C  2.81225  -27.14403  20.02486
N  2.91198  -27.25471  18.50730
C  4.15434  -28.07127  18.16357
C  1.68699  -27.94285  17.93416
C  3.00915  -25.83312  17.94776
C  4.38019  -25.33533  17.50793
O  5.34569  -25.22561  18.57188
H  1.89796  -26.66091  20.35702
H  3.67876  -26.56155  20.32910
H  2.88970  -28.17057  20.37879
H  4.34209  -27.94449  17.10027
H  3.80826  -29.08654  18.35034
H  5.02670  -27.83183  18.76348
H  1.65415  -27.99909  16.84761
H  0.80462  -27.44454  18.33252
H  1.70874  -28.90560  18.44615
H  2.67310  -25.06605  18.64437
H  2.36999  -25.89411  17.06459
H  4.30128  -24.33747  17.07321
H  4.83101  -25.92189  16.70740
H  5.18497  -24.36018  18.95857
C  4.65585  -22.60851  12.62439
N  3.50965  -21.68847  12.15936
C  2.32089  -22.47685  11.56808
C  2.90538  -20.98770  13.39026
C  4.00744  -20.52068  11.25348
C  4.66260  -21.03923  10.02609
O  6.00098  -21.54000  10.22678
H  4.47848  -22.93156  13.64517
H  5.52837  -21.96109  12.61882
H  4.62009  -23.33494  11.81778
H  2.54330  -22.90944  10.59330
H  1.48099  -21.78592  11.52213
H  2.10837  -23.26329  12.29065
H  3.70615  -20.46882  13.91744
H  2.49430  -21.81868  13.95701
H  2.21986  -20.26673  12.95165
H  4.68796  -19.95283  11.88866
H  3.10289  -19.97300  10.99039
H  4.58054  -20.30434  9.21744
H  4.11772  -21.84889  9.52900
H  6.15135  -22.10667  9.45492
B  0.26443  -20.81269  14.20613
F  0.21750  -21.79584  15.18505
F  1.50190  -20.09482  14.27294
F  0.09835  -21.34748  12.93501
F  -0.70032  -19.81073  14.46392
B  5.20566  -23.97182  8.00682
F  5.59943  -24.83642  6.96414
F  6.36659  -23.80243  8.79123
F  4.60539  -22.80179  7.50654
F  4.26288  -24.67454  8.77662
B  1.72865  -18.69549  8.31524
F  2.01212  -20.01914  8.67131
F  2.80528  -17.86495  8.70541
F  1.53581  -18.58531  6.92849
F  0.62191  -18.27073  9.06397
B  1.48861  -26.00138  14.36927
F  1.43780  -24.80739  15.12036
F  0.27591  -26.65833  14.57414
F  1.63966  -25.62179  13.05081
F  2.58589  -26.81210  14.79323
B  7.76251  -25.77702  14.38555
F  8.37398  -26.06423  15.62330
F  8.03171  -26.78856  13.47761
F  6.37053  -25.69149  14.57758
F  8.20337  -24.57609  13.79741
B  7.17307  -19.49895  13.80733
F  7.84070  -18.65658  14.71819
F  5.89825  -19.86495  14.22401
F  7.09801  -18.84257  12.56993
F  7.97911  -20.65657  13.63465
B  -0.07875  -24.46172  10.57135
F  1.31414  -24.66855  10.53958
F  -0.34294  -23.20712  11.11570
F  -0.54419  -24.51612  9.23813
F  -0.66153  -25.53157  11.27604

Atoms 1-2, force components in eV/Å:
-0.6 0.1 -0.1
0.9 -0.9 -0.2

***

# 2
Formula: C33H75BN5O5
Source: the Open Molecules 2025 dataset
Level of theory: ωB97M-V with the def2-TZVPD basis set

The charge is +1.

Geometry (Å):
C  8.15621  -2.78027  -0.04682
C  6.83184  -2.10771  0.41704
C  7.04072  -0.70823  1.03407
C  6.77868  0.46262  0.07781
C  5.33003  0.53414  -0.43738
C  4.30386  0.71788  0.68918
C  3.30623  -0.44724  0.74738
C  2.41263  -0.58692  -0.49129
C  1.15184  0.32336  -0.55394
C  0.98790  1.25002  0.65972
N  -0.05117  -0.60969  -0.48404
C  -0.31808  -1.31185  -1.75409
B  -1.48613  -2.40293  -1.60656
O  -2.18810  -2.79919  -2.70917
O  -1.67663  -2.91385  -0.34180
C  -2.99316  -2.43540  0.08873
C  -3.02099  -2.36230  1.60859
C  -0.53729  -0.31623  -2.91236
C  -1.85600  0.48031  -2.70209
C  -1.90085  1.91449  -3.25876
C  -2.87857  2.76312  -2.37353
C  -2.37882  4.22167  -2.20563
C  -1.74722  4.40154  -0.83489
O  -2.75533  4.49643  0.14400
C  -2.31572  5.11843  1.33223
C  -1.06908  4.50464  1.97214
N  0.66756  0.51865  -3.05444
C  1.04159  1.22724  -1.82645
N  2.36630  1.82179  -2.02092
C  2.41449  3.10235  -2.01702
C  1.47492  4.00644  -2.78708
C  3.51332  3.79519  -1.24487
H  8.02035  -3.17496  -1.05424
H  8.45446  -3.59983  0.60003
H  8.91301  -1.99927  -0.11104
H  6.15044  -2.10802  -0.43472
H  6.37369  -2.73959  1.18082
H  6.47238  -0.64060  1.96332
H  8.09212  -0.64795  1.32471
H  7.48815  0.39754  -0.74832
H  6.95396  1.38875  0.63534
H  5.26666  1.34274  -1.16401
H  5.15903  -0.39376  -0.98679
H  4.85948  0.65054  1.62874
H  3.82059  1.68925  0.70045
H  3.94043  -1.33901  0.76606
H  2.75248  -0.46285  1.68576
H  2.06365  -1.62833  -0.48840
H  3.03303  -0.50570  -1.38040
H  1.71676  2.05086  0.62691
H  0.98488  0.71748  1.61096
H  0.00754  1.73514  0.56004
H  -0.84167  -0.04229  -0.16630
H  0.11224  -1.29418  0.26049
H  0.56655  -1.89217  -2.03860
H  -3.11467  -2.50261  -2.70012
H  -3.11195  -1.41788  -0.31251
H  -3.74384  -3.11829  -0.29365
H  -3.98427  -1.93792  1.88915
H  -2.23460  -1.67617  1.92914
H  -2.87229  -3.35337  2.02693
H  -0.63016  -0.91326  -3.81709
H  -2.14985  0.42563  -1.64809
H  -2.62172  -0.07878  -3.24267
H  -0.94740  2.42780  -3.22934
H  -2.34968  1.89965  -4.24801
H  -3.89107  2.73454  -2.77249
H  -2.90820  2.35611  -1.36080
H  -3.22417  4.90999  -2.26317
H  -1.68791  4.48775  -3.00552
H  -1.06737  5.26200  -0.78927
H  -1.14147  3.49960  -0.63398
H  -2.12231  6.18586  1.15947
H  -3.10540  5.08927  2.08111
H  -1.16252  3.43656  2.17257
H  -0.16123  4.72018  1.40810
H  -0.93468  4.99411  2.93918
H  1.44126  -0.11108  -3.25951
H  0.30381  2.00104  -1.59734
H  1.85684  5.02348  -2.78300
H  1.33794  3.66218  -3.80759
H  0.52973  4.05704  -2.24004
H  3.31854  3.72674  -0.17674
H  3.66471  4.81765  -1.58125
H  4.44207  3.25309  -1.42847
C  -6.31747  -4.80009  -2.25456
C  -6.73505  -3.66144  -1.32866
C  -8.18840  -3.20534  -1.51758
O  -8.40929  -2.41060  -2.66532
C  -8.55696  -3.13019  -3.87913
N  -5.79293  -2.54406  -1.49429
H  -6.12155  -4.45587  -3.26997
H  -5.39853  -5.26393  -1.89319
H  -7.08548  -5.57332  -2.29839
H  -6.64460  -4.03069  -0.30243
H  -8.45302  -2.56767  -0.66934
H  -8.87904  -4.05688  -1.49734
H  -9.06394  -4.08608  -3.72487
H  -7.58882  -3.29446  -4.35771
H  -9.15974  -2.52176  -4.55203
H  -6.00662  -1.83127  -0.80042
H  -6.01528  -2.09493  -2.38091
C  1.63644  -1.83212  6.79592
C  1.93732  -0.39243  6.38977
C  1.06751  0.11604  5.23077
O  1.44273  -0.37246  3.94945
C  0.97211  -1.66950  3.63840
N  3.36917  -0.27393  6.09671
H  2.06806  -2.55539  6.10357
H  2.06007  -2.04123  7.77727
H  0.56030  -2.01071  6.85175
H  1.71786  0.24087  7.25375
H  1.18666  1.20104  5.17140
H  0.00250  -0.07377  5.41581
H  -0.01605  -1.86774  4.06244
H  1.68074  -2.42888  3.97282
H  0.90272  -1.74166  2.54857
H  3.59732  0.70385  5.93740
H  3.53788  -0.71654  5.19669

Atoms 1-2, force components in eV/Å:
-0.8 0.5 -0.4
0.5 -0.4 0.3

***

| no. | orbital gap (eV) | lowest unoccupied orbital energy (eV) |
| --- | --- | --- |
| 1 | 6.9750 | 1.003 |
| 2 | 9.1379 | -2.122 |